1.
ORCA calculation (the ωB97M-V functional and the def2-TZVPD basis) on a structure of composition C32H89N8O17S2Ti2.

Atoms and positions in Å:
1 Ti 2.021 -2.425 1.179
2 Ti 1.320 0.214 -2.299
3 O 1.394 -3.303 2.589
4 H 0.485 -3.117 2.920
5 S 3.290 -1.593 -1.921
6 O 4.313 -2.450 -2.470
7 O 3.357 -1.691 -0.396
8 O 3.500 -0.184 -2.251
9 O 1.852 -1.959 -2.304
10 S 0.189 -0.327 0.840
11 O 0.326 0.589 -0.358
12 O -1.060 0.177 1.485
13 O 0.067 -1.745 0.316
14 O 1.480 -0.543 1.685
15 C -1.137 -1.834 -4.305
16 C -1.204 -0.257 -4.469
17 C -2.722 0.140 -4.859
18 O -2.873 1.507 -4.923
19 C -4.023 2.033 -5.701
20 N -0.764 0.490 -3.266
21 H -1.304 -2.282 -5.304
22 H -1.913 -2.165 -3.627
23 H -0.118 -2.114 -4.003
24 H -0.548 0.092 -5.258
25 H -3.456 -0.301 -4.196
26 H -2.858 -0.287 -5.836
27 H -4.980 1.743 -5.320
28 H -3.843 1.745 -6.764
29 H -3.900 3.082 -5.637
30 H -1.405 0.236 -2.467
31 H -0.990 1.521 -3.388
32 C 0.226 4.054 3.311
33 C -0.628 2.828 2.787
34 C -1.413 2.189 3.920
35 O -0.704 1.785 5.120
36 C 0.202 0.720 4.832
37 N -1.448 3.300 1.642
38 H 0.681 3.840 4.273
39 H -0.509 4.848 3.497
40 H 0.985 4.465 2.640
41 H 0.021 2.039 2.414
42 H -1.986 1.365 3.505
43 H -2.048 2.982 4.330
44 H 0.392 0.187 5.762
45 H 1.183 1.031 4.439
46 H -0.196 -0.052 4.147
47 H -2.231 3.823 1.971
48 H -1.807 2.565 1.074
49 C 4.353 2.987 -3.157
50 C 3.222 2.734 -2.125
51 C 2.827 4.059 -1.429
52 O 2.027 3.812 -0.276
53 C 2.794 3.696 0.913
54 N 1.931 2.293 -2.851
55 H 4.649 2.041 -3.601
56 H 5.191 3.338 -2.624
57 H 4.049 3.729 -3.923
58 H 3.397 1.959 -1.353
59 H 2.258 4.638 -2.150
60 H 3.702 4.686 -1.198
61 H 2.205 3.081 1.583
62 H 3.085 4.650 1.368
63 H 3.740 3.219 0.698
64 H 1.115 2.688 -2.374
65 H 1.951 2.621 -3.783
66 C 5.642 -4.371 2.921
67 C 4.521 -3.357 2.760
68 C 5.068 -1.928 2.812
69 O 3.972 -1.188 2.378
70 C 4.233 0.192 2.087
71 N 3.886 -3.531 1.501
72 H 5.194 -5.352 3.081
73 H 6.161 -4.183 3.878
74 H 6.289 -4.326 2.058
75 H 3.797 -3.501 3.509
76 H 5.852 -1.865 2.065
77 H 5.484 -1.695 3.800
78 H 4.082 0.807 2.968
79 H 3.626 0.478 1.242
80 H 5.311 0.274 1.831
81 H 3.711 -4.507 1.273
82 H 4.432 -3.064 0.772
83 C -0.262 -5.563 -0.054
84 C 1.213 -5.317 0.217
85 C 2.095 -6.367 -0.415
86 O 3.427 -6.051 -0.116
87 C 4.206 -7.042 -0.745
88 N 1.560 -3.999 -0.332
89 H -0.575 -5.144 -0.992
90 H -0.935 -5.090 0.648
91 H -0.446 -6.639 -0.066
92 H 1.381 -5.241 1.286
93 H 1.939 -6.156 -1.493
94 H 1.733 -7.386 -0.198
95 H 4.374 -6.833 -1.846
96 H 3.740 -8.024 -0.749
97 H 5.127 -7.123 -0.193
98 H 0.956 -3.457 -0.972
99 H 2.392 -4.030 -0.855
100 C -0.921 5.665 -1.620
101 C -1.532 4.386 -2.135
102 C -1.427 4.324 -3.657
103 O -0.120 4.020 -4.127
104 C 0.316 4.500 -5.366
105 N -0.794 3.295 -1.562
106 H 0.091 5.738 -2.035
107 H -0.968 5.842 -0.521
108 H -1.542 6.483 -2.063
109 H -2.603 4.335 -1.927
110 H -1.894 5.248 -4.021
111 H -2.070 3.529 -4.005
112 H -0.267 4.166 -6.223
113 H 1.319 4.040 -5.476
114 H 0.397 5.579 -5.410
115 H -1.380 2.495 -1.313
116 H -0.443 3.591 -0.622
117 C -4.508 1.773 -1.967
118 C -3.822 1.170 -0.715
119 C -4.776 0.665 0.389
120 O -5.817 1.574 0.802
121 C -5.273 2.714 1.568
122 N -2.913 0.100 -1.080
123 H -3.779 2.182 -2.664
124 H -5.251 2.520 -1.770
125 H -5.059 1.001 -2.522
126 H -3.225 1.929 -0.216
127 H -4.118 0.351 1.235
128 H -5.384 -0.124 0.020
129 H -5.005 3.522 0.892
130 H -4.326 2.499 2.009
131 H -5.971 3.037 2.342
132 H -2.416 -0.344 -0.309
133 H -3.415 -0.653 -1.579
134 C -4.746 -1.531 3.629
135 C -3.314 -1.949 3.298
136 C -2.765 -3.102 4.180
137 O -2.638 -2.789 5.500
138 C -1.671 -3.613 6.085
139 N -3.255 -2.418 1.924
140 H -4.973 -0.514 3.254
141 H -4.877 -1.393 4.685
142 H -5.549 -2.101 3.155
143 H -2.686 -1.083 3.531
144 H -1.766 -3.354 3.738
145 H -3.410 -4.034 3.968
146 H -0.743 -3.707 5.484
147 H -2.063 -4.638 6.288
148 H -1.348 -3.118 6.970
149 H -3.874 -1.869 1.342
150 H -2.325 -2.557 1.482

Computed properties:
- DFT total energy: -5485.00524 Ha
- Total charge: +1
- LUMO level (alpha / beta): -3.83 / -3.83 eV
- Largest force on an atom: 4.0 eV/Å
- HOMO energy (alpha / beta): -0.32643 / -0.39609 hartree
- Multiplicity: 3

Results of the Mulliken charge analysis, in e, for atoms 1 through 99:
1 Ti -0.165
2 Ti 0.567
3 O -0.432
4 H 0.038
5 S 1.353
6 O -0.725
7 O -1.108
8 O -0.494
9 O -0.715
10 S 1.259
11 O 0.207
12 O 0.325
13 O -0.780
14 O -0.105
15 C -1.341
16 C -0.023
17 C -0.994
18 O -0.130
19 C -0.932
20 N 0.868
21 H 0.494
22 H 0.281
23 H 0.175
24 H 0.570
25 H 0.207
26 H 0.591
27 H 0.316
28 H 0.327
29 H 0.300
30 H -0.104
31 H -0.597
32 C -1.736
33 C 2.236
34 C -0.608
35 O -0.509
36 C -0.332
37 N 0.007
38 H 0.377
39 H 0.490
40 H 0.278
41 H -1.277
42 H -0.104
43 H 0.472
44 H 0.475
45 H 0.150
46 H -0.016
47 H 0.422
48 H -0.517
49 C -1.699
50 C 1.792
51 C -1.482
52 O 0.140
53 C -0.618
54 N 0.226
55 H 0.396
56 H 0.511
57 H 0.349
58 H -0.442
59 H 0.088
60 H 0.533
61 H -0.123
62 H 0.259
63 H 0.451
64 H -0.251
65 H 0.074
66 C -1.569
67 C 0.287
68 C -0.956
69 O 0.187
70 C -0.612
71 N 0.253
72 H 0.397
73 H 0.448
74 H 0.343
75 H 0.320
76 H 0.537
77 H 0.353
78 H 0.286
79 H -0.160
80 H 0.454
81 H 0.155
82 H 0.347
83 C -1.633
84 C 1.354
85 C -1.509
86 O -0.313
87 C -0.916
88 N 0.101
89 H 0.409
90 H 0.297
91 H 0.407
92 H -0.036
93 H 0.476
94 H 0.558
95 H 0.298
96 H 0.346
97 H 0.290
98 H 0.149
99 H 0.245

***

2.
ORCA calculation (the ωB97M-V functional and the def2-TZVPD basis) on the ion C5H4NO with charge +1.

Atoms and positions in Å:
1 O 2.582 -1.113 -0.028
2 C 1.579 -0.490 0.022
3 C 1.309 0.917 -0.046
4 N 0.426 1.684 0.027
5 C -0.853 1.425 -0.005
6 C -1.153 0.075 -0.065
7 C 0.034 -0.907 -0.052
8 H -1.595 2.233 0.114
9 H -2.150 -0.448 -0.143
10 H -0.152 -1.592 0.871
11 H -0.026 -1.784 -0.693

Computed properties:
- SMILES string: O=C1C#[N+]C=CC1
- DFT total energy: -322.49426 Ha
- Total charge: +1
- LUMO level: -6.77 eV
- Largest force on an atom: 6.1 eV/Å
- HOMO energy: -0.57055 hartree
- Energy above the lowest of the compared OMol25 structures with the same formula, charge and spin: 172.5 kJ/mol

Want to see where the charge sits? The natural (NBO) charges in e are:
1 O -0.329
2 C 0.480
3 C 0.520
4 N -0.197
5 C -0.090
6 C -0.036
7 C -0.595
8 H 0.275
9 H 0.293
10 H 0.345
11 H 0.334

***

3.
ORCA calculation (the ωB97M-V functional and the def2-TZVPD basis) on a structure of composition C22H16F2Li.

Atoms and positions in Å:
1 F -2.750 2.498 2.346
2 C -2.628 1.150 2.381
3 C -3.759 0.347 2.395
4 C -3.642 -1.026 2.409
5 C -2.395 -1.614 2.422
6 C -1.220 -0.831 2.409
7 C 0.064 -1.442 2.400
8 C 1.346 -0.832 2.428
9 C 2.524 -1.613 2.452
10 C 3.767 -1.027 2.448
11 C 3.887 0.348 2.434
12 C 2.753 1.150 2.410
13 F 2.877 2.498 2.363
14 C 1.514 0.565 2.413
15 C -1.386 0.564 2.391
16 H -4.727 0.823 2.392
17 H -4.531 -1.637 2.374
18 H -2.325 -2.688 2.421
19 H 0.063 -2.517 2.396
20 H 2.452 -2.689 2.449
21 H 4.658 -1.637 2.418
22 H 4.853 0.823 2.432
23 H 0.516 1.214 2.352
24 H -0.388 1.215 2.345
25 C -0.904 -2.339 7.580
26 Li 0.856 -2.832 6.479
27 C -1.280 -1.548 6.363
28 C -0.243 -0.852 5.818
29 C 0.992 -1.140 6.637
30 C 0.560 -1.973 7.765
31 C 1.502 -2.827 8.421
32 C 2.844 -2.815 7.963
33 C 3.239 -2.035 6.857
34 C 2.331 -1.220 6.151
35 H -1.498 -2.052 8.470
36 H -2.312 -1.424 6.041
37 H -0.280 -0.211 4.936
38 H 1.168 -3.551 9.172
39 H 3.593 -3.380 8.512
40 H 4.288 -2.033 6.566
41 H 2.601 -0.766 5.196

Computed properties:
- DFT total energy: -1055.06357 Ha
- Total charge: -1
- LUMO level: 2.23 eV
- Largest force on an atom: 8.0 eV/Å
- HOMO energy: -0.08735 hartree
- Energy above the lowest of the compared OMol25 structures with the same formula, charge and spin: 313.4 kJ/mol

Want to see where the charge sits? The natural (NBO) charges in e are:
1 F -0.344
2 C 0.411
3 C -0.393
4 C -0.198
5 C -0.257
6 C -0.008
7 C -0.442
8 C -0.009
9 C -0.273
10 C -0.203
11 C -0.430
12 C 0.481
13 F -0.355
14 C -0.352
15 C -0.311
16 H 0.200
17 H 0.195
18 H 0.193
19 H 0.177
20 H 0.192
21 H 0.196
22 H 0.200
23 H 0.175
24 H 0.170
25 C -0.556
26 Li 0.890
27 C -0.204
28 C -0.310
29 C -0.204
30 C -0.190
31 C -0.269
32 C -0.269
33 C -0.275
34 C -0.215
35 H 0.222
36 H 0.218
37 H 0.249
38 H 0.219
39 H 0.210
40 H 0.217
41 H 0.255

***

4.
ORCA calculation (the ωB97M-V functional and the def2-TZVPD basis) on an isolated molecule of C3H4N2O2.

Atoms and positions in Å:
1 H -0.780 -1.499 -1.702
2 N 0.014 -1.220 -1.131
3 C -0.387 -0.309 -0.319
4 C -1.764 0.244 -0.348
5 O -2.652 -0.172 -1.100
6 N 0.457 0.287 0.647
7 C 1.872 0.150 0.739
8 O 2.492 0.956 1.447
9 H -2.061 0.943 0.519
10 H 0.218 1.170 1.033
11 H 2.282 -0.861 0.338

Computed properties:
- SMILES string: [H]/N=C(\C=O)NC=O
- DFT total energy: -376.68048 Ha
- LUMO level: -1.09 eV
- Largest force on an atom: 3.6 eV/Å
- HOMO energy: -0.38690 hartree
- Energy above the lowest of the compared OMol25 structures with the same formula, charge and spin: 218.7 kJ/mol

Want to see where the charge sits? The natural (NBO) charges in e are:
1 H 0.365
2 N -0.590
3 C 0.296
4 C 0.356
5 O -0.469
6 N -0.640
7 C 0.535
8 O -0.558
9 H 0.130
10 H 0.408
11 H 0.167